{"formula": "C35H42AsCl2CrN2O3", "method": "the ωB97M-V functional and the def2-TZVPD basis", "elements": ["O", "C", "C", "C", "H", "C", "H", "C", "H", "C", "H", "C", "H", "H", "C", "C", "H", "H", "H", "C", "C", "H", "H", "H", "H", "Cr", "Cl", "Cl", "H", "H", "C", "C", "N", "H", "C", "O", "H", "H", "H", "H", "H", "H", "C", "C", "N", "H", "C", "O", "H", "H", "H", "H", "C", "C", "C", "C", "C", "C", "As", "C", "C", "C", "C", "C", "C", "C", "C", "C", "C", "C", "C", "H", "H", "H", "H", "H", "H", "H", "H", "H", "H", "H", "H", "H", "H", "H"], "xyz": [[0.27100, 0.15278, -2.41313], [-0.68927, 0.41683, -3.37497], [-0.36816, 1.74869, -4.10376], [0.45288, 2.72456, -3.54074], [0.88490, 2.54804, -2.55365], [0.70729, 3.91872, -4.22583], [1.38921, 4.64802, -3.78163], [0.08210, 4.16123, -5.45333], [0.26026, 5.10008, -5.97970], [-0.77093, 3.19481, -6.00726], [-1.26731, 3.37290, -6.96394], [-0.97949, 1.98891, -5.33806], [-1.63805, 1.21840, -5.74470], [-0.62401, -0.37937, -4.14575], [-2.68948, -1.00711, -2.56423], [-2.14575, 0.35812, -2.86965], [-3.78545, -0.97235, -2.55634], [-2.37624, -1.36133, -1.57213], [-2.34154, -1.74935, -3.29309], [-2.80074, 1.49963, -2.59833], [-4.12976, 1.59669, -1.91788], [-2.36309, 2.46606, -2.88612], [-4.87355, 2.06991, -2.57385], [-4.04511, 2.23657, -1.02958], [-4.50534, 0.61518, -1.60183], [0.22637, 0.16736, -0.39708], [1.02448, 2.31109, -0.08845], [-1.81264, 0.99248, 0.24053], [4.77471, 1.44554, -3.27348], [5.07909, 1.82203, -0.61958], [3.71184, 1.49952, -3.00706], [3.99514, 1.69118, -0.52875], [3.50262, 0.93974, -1.68081], [3.12411, 0.91568, -3.72303], [2.79784, -0.18529, -1.57176], [2.17100, -0.55251, -0.53355], [3.75124, 1.15824, 0.39543], [2.75785, -0.79686, -2.48633], [3.38587, 2.54584, -3.04194], [3.52175, 2.67932, -0.50647], [-0.47196, -5.20495, 0.14524], [1.33614, -5.59225, -1.78685], [-0.95907, -4.61385, -0.64107], [0.81425, -4.81691, -2.36083], [0.03680, -3.95474, -1.47752], [-1.62767, -3.87593, -0.18118], [0.31526, -2.65517, -1.36868], [-0.23890, -1.88744, -0.53016], [1.54875, -4.21580, -2.90171], [1.06326, -2.28139, -2.08445], [-1.53022, -5.30691, -1.26654], [0.15641, -5.31885, -3.08008], [-0.72994, 3.62527, 5.12472], [0.36128, 3.60444, 4.24513], [0.52137, 2.53444, 3.36104], [-0.38897, 1.47107, 3.38674], [-1.47287, 1.48415, 4.26680], [-1.64729, 2.57171, 5.13136], [-0.00982, -0.05815, 2.21455], [1.55227, -0.67873, 3.26687], [2.78774, -0.81702, 2.62267], [3.92739, -1.09817, 3.38582], [3.81590, -1.25171, 4.77505], [2.57213, -1.10685, 5.40634], [1.43452, -0.81464, 4.64645], [-1.45636, -1.31146, 2.65701], [-1.14025, -2.64151, 2.93500], [-2.17248, -3.56705, 3.13374], [-3.51085, -3.17240, 3.00957], [-3.82248, -1.85190, 2.68540], [-2.79651, -0.91056, 2.55392], [-0.87292, 4.47238, 5.79522], [1.08454, 4.42330, 4.24222], [1.34331, 2.52492, 2.64486], [-2.17618, 0.65378, 4.28639], [-2.50593, 2.57876, 5.80491], [2.85756, -0.70462, 1.53411], [4.89558, -1.19703, 2.89376], [4.70148, -1.48727, 5.36745], [2.48383, -1.21213, 6.49126], [0.47140, -0.67488, 5.13430], [-0.09368, -2.94631, 3.00778], [-1.92483, -4.60007, 3.38078], [-4.30697, -3.90189, 3.16163], [-4.86353, -1.55214, 2.53687], [-3.02716, 0.13648, 2.35591]], "forces_ev_per_angstrom": [[-0.12, -0.31, 0.07], [0.39, 0.37, -0.13], [-0.60, -0.40, 0.04], [0.15, -0.05, -0.08], [-0.14, -0.04, -0.29], [-0.32, -0.30, -0.16], [-0.28, -0.10, -0.16], [0.05, -0.10, 0.04], [-0.05, -0.22, 0.09], [0.13, -0.07, 0.12], [0.17, 0.03, 0.24], [0.26, 0.32, 0.06], [0.12, 0.24, 0.01], [0.00, 0.10, -0.22], [-0.15, 0.01, 0.34], [0.39, 1.20, 0.02], [0.22, -0.26, -0.14], [0.02, 0.18, -0.13], [-0.09, 0.11, -0.05], [0.05, -0.48, -0.50], [-0.26, 0.07, -0.01], [0.01, -0.51, 0.24], [0.02, -0.09, 0.00], [0.04, -0.24, -0.12], [0.05, 0.37, 0.01], [-0.17, -0.20, -0.95], [0.48, 1.10, 0.22], [-2.29, 0.56, 0.65], [-0.04, 0.12, -0.08], [0.05, -0.16, -0.05], [0.32, -0.31, 0.15], [-0.21, 0.13, -0.27], [0.40, 0.32, -0.01], [0.09, 0.28, 0.09], [-1.16, -0.70, 1.34], [2.59, -0.24, -1.44], [-0.01, 0.18, -0.30], [-0.16, 0.30, 0.09], [-0.06, -0.24, 0.05], [0.07, -0.28, 0.14], [-0.05, 0.16, -0.04], [-0.03, 0.16, -0.02], [0.01, 0.08, 0.04], [-0.21, 0.18, 0.10], [0.00, -0.52, -0.05], [0.30, -0.15, -0.17], [-0.85, 1.87, 1.51], [0.82, -2.14, -1.45], [-0.11, -0.10, 0.07], [-0.24, 0.06, 0.25], [-0.04, 0.13, 0.05], [0.08, 0.11, 0.06], [0.03, -0.12, -0.15], [-0.25, -0.23, -0.01], [-0.16, 0.09, 0.30], [-0.09, -0.18, -0.07], [0.31, 0.42, 0.12], [0.16, -0.08, -0.19], [0.44, 0.04, 0.02], [-0.57, -0.02, 0.05], [0.02, -0.07, 0.26], [-0.32, -0.04, 0.28], [-0.17, 0.05, -0.18], [0.00, -0.03, -0.15], [0.88, -0.21, 0.27], [0.24, 0.11, 0.25], [-0.46, -0.06, 0.07], [-0.02, 0.16, -0.05], [0.31, -0.12, -0.10], [0.26, 0.09, 0.14], [-0.11, -0.28, -0.01], [0.06, -0.18, -0.11], [-0.26, -0.22, -0.02], [-0.21, 0.00, 0.16], [0.19, 0.25, 0.08], [0.25, 0.08, -0.12], [-0.12, -0.01, 0.45], [-0.20, 0.00, 0.16], [-0.21, 0.10, -0.13], [0.11, 0.01, -0.33], [0.15, -0.03, -0.09], [-0.30, 0.03, 0.00], [-0.10, 0.20, -0.05], [0.18, 0.14, -0.08], [0.35, -0.05, 0.15], [0.04, -0.43, -0.16]], "homo_energy_ha": [-0.0679, -0.1652], "lumo_energy_ev": [2.25, 2.23], "orbital_gap_ev": [4.10, 6.72], "multiplicity": 5, "charge": -1, "e_tot_ha": -5894.87167}